This record from the OMol25 dataset describes 2 unconnected molecules or ions with the total composition C4H12 in a non-equilibrium geometry. The level of theory is ωB97M-V/def2-TZVPD.

Bonds (Å) are listed after each position.
Geometry (Å):
1 C -1.540 -1.847 0.469  C2 1.598, H3 1.052, H4 1.240, H5 1.075
2 C -0.360 -2.207 -0.547  C1 1.598, H6 1.054, H7 1.117, H8 1.067
3 H -1.406 -2.508 1.276  C1 1.052
4 H -1.168 -0.761 0.939  C1 1.240
5 H -2.526 -1.905 0.044  C1 1.075
6 H -0.517 -1.496 -1.309  C2 1.054
7 H -0.545 -3.223 -0.973  C2 1.117
8 H 0.661 -2.182 -0.237  C2 1.067
9 C 1.039 2.795 0.055  C10 1.593, H11 1.098, H12 1.105, H13 0.997
10 C 0.853 1.213 0.060  C9 1.593, H14 1.128, H15 1.150, H16 1.103
11 H 0.379 3.356 -0.620  C9 1.098
12 H 0.791 3.426 0.928  C9 1.105
13 H 1.958 3.113 -0.163  C9 0.997
14 H -0.163 0.809 0.337  C10 1.128
15 H 1.611 0.626 0.695  C10 1.150
16 H 0.932 0.791 -0.956  C10 1.103

Net charge ... +1
⟨S²⟩ ... 0.75
HOMO (alpha / beta) ... -16.658 / -15.600 eV
HOMO-LUMO gap (alpha / beta) ... 13.7 / 4.0 eV
E_tot ... -159.1131 a.u.
LUMO level (alpha / beta) ... -3.0 / -11.6 eV
Multiplicity ... 2

For reference, the Mulliken charges in units of e are: number 1, C, carries -0.440; number 2, C, carries -0.805; number 3, H, carries 0.314; number 4, H, carries 0.232; number 5, H, carries 0.326; number 6, H, carries 0.311; number 7, H, carries 0.346; number 8, H, carries 0.360; number 9, C, carries -1.083; number 10, C, carries -0.315; number 11, H, carries 0.340; number 12, H, carries 0.361; number 13, H, carries 0.401; number 14, H, carries -0.033; number 15, H, carries 0.352; number 16, H, carries 0.332